[1]
Molecular formula: C18H17BrN3O5SY
Method: DFT, wB97M-V/def2-TZVPD

Last column: Löwdin charge in e.
Atoms and positions in Å:
1 Y 0.68 -0.13 0.23  1.5931
2 O -3.54 -3.85 1.90  0.1756
3 C -3.27 -4.02 0.64  -0.4957
4 O -3.59 -4.99 0.01  0.1454
5 C -2.46 -2.96 -0.08  -0.0105
6 C -2.33 -2.96 -1.47  0.0446
7 N -1.48 -1.99 -1.80  0.0589
8 N -1.04 -1.32 -0.72  -0.0544
9 C -1.65 -1.90 0.34  -0.1278
10 C -1.45 -1.30 1.73  -0.5142
11 O -2.14 -1.66 2.65  0.1555
12 O -0.51 -0.41 1.79  -0.1453
13 H -3.21 -3.02 2.33  0.0958
14 H -2.81 -3.62 -2.17  0.1593
15 H -1.25 -1.70 -2.75  0.1840
16 Br 2.13 6.13 2.64  0.8929
17 C 1.82 4.47 1.82  -0.6390
18 C 2.52 3.33 2.22  -0.0579
19 C 2.25 2.12 1.61  -0.1024
20 N 1.33 1.98 0.62  -0.1231
21 C 0.69 3.10 0.22  -0.0969
22 C 0.90 4.34 0.78  -0.0613
23 H 3.25 3.39 3.01  0.1238
24 H 2.80 1.23 1.92  0.1152
25 H -0.03 3.00 -0.60  0.1262
26 H 0.36 5.21 0.41  0.1237
27 C 1.11 -5.09 -3.90  -0.0169
28 C 1.16 -4.40 -2.58  -0.2445
29 C 1.65 -3.10 -2.47  -0.0216
30 C 1.86 -2.52 -1.22  -0.1398
31 C 1.55 -3.24 -0.07  -0.4154
32 C 0.97 -4.50 -0.17  -0.0454
33 C 0.77 -5.07 -1.41  0.0133
34 S 2.04 -2.61 1.56  1.0921
35 C 3.76 -3.20 1.49  -0.1705
36 O 2.20 -1.11 1.23  -0.6502
37 H 1.71 -4.57 -4.64  0.0924
38 H 0.08 -5.12 -4.26  0.0989
39 H 1.45 -6.11 -3.81  0.1024
40 H 1.94 -2.57 -3.36  0.1284
41 H 2.43 -1.57 -1.16  0.1071
42 H 0.71 -5.04 0.73  0.1303
43 H 0.36 -6.06 -1.49  0.1395
44 H 4.23 -2.88 0.57  0.0789
45 H 3.75 -4.28 1.56  0.0812
46 H 4.28 -2.78 2.35  0.0745

Results
ΔE to the lowest compared entry with this formula, charge and spin, kJ/mol: 105.7
Orbital gap, eV: 8.8
DFT total energy, Eh: -4246.7038
Net charge: +2
LUMO energy, eV: -6.57

[2]
Molecular formula: C18H17Cl8IN4O2TeTi
Method: DFT, wB97M-V/def2-TZVPD

Last column: Mulliken spin population.
Atoms and positions in Å:
1 Ti 0.55 -0.37 0.33  0.9552
2 Cl -3.46 -1.93 6.28  -0.0001
3 C -2.75 -1.70 4.73  -0.0006
4 C -2.85 -0.47 4.08  0.0022
5 Cl -3.69 0.83 4.83  0.0001
6 C -2.26 -0.30 2.83  0.0033
7 Cl -2.41 1.22 2.02  0.0002
8 C -1.56 -1.33 2.21  -0.0091
9 O -1.01 -1.16 1.01  0.0197
10 C -1.49 -2.57 2.86  0.0011
11 Cl -0.65 -3.84 2.08  -0.0003
12 C -2.07 -2.75 4.11  0.0018
13 Cl -1.96 -4.28 4.89  0.0000
14 Cl 3.59 1.56 4.39  0.0737
15 C 2.15 2.10 3.73  0.5212
16 Cl 1.46 3.56 4.19  0.0723
17 Cl 3.13 2.85 1.54  0.2295
18 C 1.53 1.33 2.74  0.1655
19 N 1.02 0.62 1.99  -0.0256
20 N 2.71 -2.78 0.70  0.0480
21 C 2.02 -1.85 0.75  -0.0459
22 C -2.23 -2.43 -2.20  -0.0010
23 Te -0.24 -2.75 -1.54  -0.0136
24 C 0.54 -2.97 -3.50  0.0012
25 H -2.60 -3.34 -2.65  -0.0003
26 H -2.27 -1.61 -2.92  0.0005
27 H -2.83 -2.18 -1.33  0.0001
28 H 0.26 -2.13 -4.13  0.0000
29 H 0.15 -3.89 -3.92  -0.0006
30 H 1.62 -3.04 -3.43  0.0000
31 C -1.42 2.45 -2.40  0.0026
32 C -1.22 3.39 -1.21  0.0035
33 C -0.19 2.64 -0.39  0.0119
34 O -0.52 1.23 -0.60  -0.0295
35 C -1.41 1.09 -1.73  0.0110
36 H -0.59 2.54 -3.10  0.0000
37 H -2.35 2.63 -2.94  0.0002
38 H -2.15 3.50 -0.65  0.0000
39 H -0.86 4.38 -1.49  0.0000
40 H -0.23 2.83 0.68  -0.0033
41 H 0.83 2.81 -0.74  0.0004
42 H -2.39 0.80 -1.34  -0.0025
43 H -1.02 0.29 -2.36  -0.0032
44 I 4.26 0.08 -4.77  -0.0001
45 C 3.49 0.37 -2.89  -0.0016
46 C 4.08 0.99 -1.81  0.0032
47 N 3.22 0.93 -0.79  0.0145
48 N 2.07 0.33 -1.16  -0.0143
49 C 2.24 -0.04 -2.43  0.0077
50 H 5.03 1.48 -1.69  -0.0016
51 H 3.28 1.47 0.10  0.0028
52 H 1.46 -0.56 -2.96  -0.0003

Results
ΔE to the lowest compared entry with this formula, charge and spin, kJ/mol: 22.4
Spin multiplicity: 3
Orbital gap (spin up / spin down), eV: 7.9 / 7.2
DFT total energy, Eh: -6162.3374
Net charge: 0
LUMO energy (spin up / spin down), eV: -0.32 / -1.55

[3]
Molecular formula: C18H17IrN3O9S2
Method: DFT, wB97M-V/def2-TZVPD

Last column: Mulliken spin population.
Atoms and positions in Å:
1 Ir -1.09 -0.58 -0.33  0.5677
2 O -1.31 -2.90 0.21  -0.0192
3 C -1.11 -2.98 1.62  0.0075
4 C -2.03 -2.05 2.38  0.0020
5 N -1.85 -0.65 2.01  0.0078
6 C -0.82 0.06 2.74  0.0030
7 C -0.19 1.24 1.95  -0.0113
8 O 0.39 2.08 2.62  0.0147
9 O -0.30 1.21 0.68  0.1471
10 C -3.10 0.08 1.88  0.0112
11 C -3.92 -0.41 0.64  -0.0171
12 O -5.09 -0.15 0.61  0.0083
13 O -3.22 -1.10 -0.20  0.0948
14 H -2.24 -3.08 -0.01  0.0038
15 H -1.27 -4.01 1.96  -0.0026
16 H -0.06 -2.72 1.78  -0.0022
17 H -3.06 -2.32 2.15  0.0006
18 H -1.86 -2.19 3.45  -0.0010
19 H -1.18 0.48 3.67  0.0000
20 H 0.02 -0.61 2.95  -0.0005
21 H -3.75 -0.04 2.75  0.0009
22 H -2.90 1.13 1.70  -0.0022
23 O -2.37 1.33 -0.66  0.1809
24 N -2.15 2.01 -1.76  -0.0144
25 C -2.42 3.33 -1.77  0.0037
26 C -2.29 4.07 -2.92  0.0031
27 C -1.88 3.44 -4.09  0.0017
28 C -1.56 2.10 -4.05  0.0034
29 C -1.67 1.39 -2.86  0.0098
30 S -1.16 -0.26 -2.74  -0.0249
31 H -2.76 3.73 -0.83  0.0001
32 H -2.52 5.12 -2.89  0.0001
33 H -1.80 3.99 -5.01  0.0002
34 H -1.22 1.57 -4.92  0.0006
35 O 4.21 -3.89 -0.85  -0.0002
36 S 3.71 -2.69 -1.46  0.0006
37 O 3.87 -2.53 -2.87  -0.0006
38 N 2.12 -2.48 -1.04  -0.0042
39 C 1.96 -1.47 -0.25  -0.0019
40 O 0.86 -1.10 0.30  0.0379
41 C 3.21 -0.69 0.04  -0.0093
42 C 3.33 0.45 0.81  0.0024
43 C 4.59 1.02 0.95  -0.0007
44 C 5.70 0.45 0.32  0.0002
45 C 5.57 -0.70 -0.45  -0.0003
46 C 4.31 -1.25 -0.57  0.0016
47 H 2.47 0.91 1.28  -0.0029
48 H 4.71 1.91 1.55  0.0000
49 H 6.67 0.90 0.44  0.0000
50 H 6.42 -1.15 -0.94  0.0000

Results
ΔE to the lowest compared entry with this formula, charge and spin, kJ/mol: 405.9
Spin multiplicity: 2
Orbital gap (spin up / spin down), eV: 6.1 / 6.3
DFT total energy, Eh: -2438.1076
Net charge: 0
LUMO energy (spin up / spin down), eV: -2.94 / -2.76

[4]
Molecular formula: C18H17N2O4
Method: DFT, wB97M-V/def2-TZVPD

Last column: Löwdin charge in e.
Atoms and positions in Å:
1 O -0.13 -3.24 1.61  0.0892
2 C 0.01 -2.07 1.94  -0.4748
3 O 0.07 -1.62 3.22  0.0355
4 C 0.33 -0.20 3.22  -0.0911
5 C 0.27 0.28 1.77  -0.2308
6 C 1.48 1.11 1.33  -0.0834
7 C 1.18 2.26 0.39  -0.2105
8 C 1.28 2.10 -1.00  -0.0323
9 C 0.91 3.13 -1.86  -0.0767
10 C 0.55 4.37 -1.33  -0.1097
11 C 0.59 4.59 0.05  -0.1047
12 C 0.87 3.52 0.91  -0.0546
13 N 0.19 -0.99 1.07  0.0416
14 C 0.30 -1.22 -0.34  -0.2250
15 C 1.32 -2.30 -0.50  -0.0621
16 N 2.59 -1.96 -0.87  -0.4680
17 O 3.49 -2.83 -1.00  -0.1090
18 O 2.83 -0.73 -1.04  -0.1344
19 C -1.08 -1.62 -0.87  -0.1507
20 C -2.07 -0.64 -0.91  -0.0385
21 C -3.37 -0.97 -1.31  -0.1021
22 C -3.67 -2.29 -1.69  -0.1156
23 C -2.68 -3.27 -1.63  -0.0852
24 C -1.37 -2.93 -1.25  -0.0268
25 H 1.32 -0.05 3.67  0.1235
26 H -0.41 0.28 3.86  0.1241
27 H -0.68 0.83 1.61  0.1490
28 H 2.21 0.43 0.85  0.1206
29 H 1.94 1.51 2.25  0.1125
30 H 1.66 1.15 -1.39  0.0916
31 H 0.92 2.95 -2.94  0.1018
32 H 0.26 5.18 -2.01  0.0915
33 H 0.38 5.57 0.47  0.0917
34 H 0.88 3.66 1.99  0.1070
35 H 0.63 -0.32 -0.85  0.1183
36 H 1.11 -3.33 -0.26  0.0985
37 H -1.81 0.38 -0.65  0.1092
38 H -4.13 -0.20 -1.34  0.0902
39 H -4.68 -2.55 -2.02  0.0902
40 H -2.90 -4.30 -1.89  0.0951
41 H -0.59 -3.68 -1.24  0.1048

Results
ΔE to the lowest compared entry with this formula, charge and spin, kJ/mol: 144.9
SMILES string: O=C1OC[C@@H](Cc2ccccc2)N1[C@@H](C=[N+]([O-])[O-])c1ccccc1
Orbital gap, eV: 6.2
DFT total energy, Eh: -1106.5551
Net charge: -1
LUMO energy, eV: 2.81

[5]
Molecular formula: C18H17N3O3S2
Method: DFT, wB97M-V/def2-TZVPD

Last column: Löwdin charge in e.
Atoms and positions in Å:
1 C -4.92 2.66 -5.34  -0.3776
2 S -3.25 3.43 -5.27  0.8249
3 C -2.53 2.44 -4.01  -0.9457
4 N -3.18 1.77 -3.09  0.0483
5 C -2.29 1.08 -2.28  -0.3229
6 C -2.58 0.23 -1.18  0.0191
7 C -1.54 -0.36 -0.42  -0.0245
8 C -0.22 -0.18 -0.74  -0.2452
9 N 0.76 -0.82 0.00  0.1542
10 C 2.00 -1.27 -0.42  -0.4039
11 O 2.40 -1.03 -1.55  0.0662
12 C 2.83 -2.19 0.46  -0.1788
13 C 2.03 -3.46 0.93  -0.0184
14 C 1.47 -3.03 2.28  -0.4464
15 O 0.46 -3.53 2.75  0.0524
16 N 2.14 -1.88 2.70  -0.0274
17 C 1.72 -0.97 3.82  -0.0349
18 C 1.31 0.37 3.24  -0.2412
19 C 0.02 0.60 2.93  -0.0478
20 C -0.06 1.96 2.50  -0.0708
21 C 1.16 2.52 2.59  -0.0854
22 O 2.05 1.55 3.02  0.0133
23 C 3.20 -1.49 1.77  -0.0992
24 C 0.06 0.66 -1.85  0.0042
25 C -0.96 1.29 -2.58  -0.4958
26 S -0.79 2.35 -3.93  1.0381
27 H -5.42 2.85 -4.39  0.0298
28 H -4.78 1.56 -5.48  0.0513
29 H -5.49 3.05 -6.17  0.0304
30 H -3.59 -0.01 -0.90  0.1023
31 H -1.83 -0.95 0.40  0.0948
32 H 0.49 -1.05 0.95  0.1245
33 H 3.73 -2.43 -0.12  0.1523
34 H 1.23 -3.80 0.22  0.1461
35 H 2.71 -4.28 1.09  0.1204
36 H 0.87 -1.38 4.39  0.1382
37 H 2.52 -0.78 4.52  0.1249
38 H -0.78 -0.11 3.02  0.1195
39 H -0.96 2.45 2.14  0.1082
40 H 1.43 3.52 2.27  0.1242
41 H 4.16 -1.81 2.15  0.1297
42 H 3.26 -0.42 1.58  0.1301
43 H 1.13 0.89 -2.03  0.1187

Results
ΔE to the lowest compared entry with this formula, charge and spin, kJ/mol: 81.6
SMILES string: CSc1nc2ccc(NC(=O)[C@@H]3CC(=O)N(Cc4ccco4)C3)cc2s1
Orbital gap, eV: 8.6
DFT total energy, Eh: -1882.4892
Net charge: 0
LUMO energy, eV: 0.59

[6]
Molecular formula: C18H17N4O6Pb
Method: DFT, wB97M-V/def2-TZVPD

Last column: Löwdin charge in e.
Atoms and positions in Å:
1 Pb 0.00 0.00 0.00  1.1784
2 O -2.35 -3.53 1.10  0.0351
3 C -3.31 -2.78 1.75  -0.2473
4 C -4.48 -3.45 2.11  -0.0296
5 C -5.49 -2.76 2.77  -0.1082
6 C -5.33 -1.41 3.07  -0.1155
7 C -4.16 -0.74 2.70  -0.0350
8 C -3.12 -1.41 2.03  -0.0500
9 C -1.88 -0.60 1.66  -0.4817
10 O -0.95 -1.37 1.32  -0.1127
11 N -1.96 0.71 1.75  0.0877
12 N -0.74 1.28 1.38  -0.0902
13 C -0.17 1.91 2.36  -0.0114
14 C 1.24 2.29 2.22  -0.1472
15 C 1.66 3.55 2.66  -0.0458
16 C 3.00 3.90 2.51  -0.1245
17 C 3.88 2.98 1.95  -0.0948
18 C 3.43 1.71 1.55  -0.0102
19 C 2.09 1.30 1.67  -0.4027
20 O 1.67 0.14 1.34  -0.1483
21 H -1.59 -2.87 1.03  0.0836
22 H -4.58 -4.50 1.87  0.1084
23 H -6.40 -3.28 3.05  0.0903
24 H -6.11 -0.86 3.59  0.0849
25 H -4.04 0.31 2.94  0.1011
26 H -0.68 2.11 3.31  0.1501
27 H 0.94 4.25 3.07  0.1075
28 H 3.34 4.88 2.81  0.0872
29 H 4.93 3.24 1.81  0.0930
30 H 4.14 1.00 1.12  0.1076
31 C 1.62 0.31 -3.84  -0.0013
32 C 1.15 0.58 -2.44  -0.2545
33 N 1.56 0.00 -1.36  -0.1211
34 O 2.55 -0.96 -1.62  -0.0016
35 C 0.12 1.65 -2.24  -0.2970
36 C 0.21 2.88 -3.10  -0.0316
37 N -0.78 1.35 -1.35  -0.2062
38 O -1.78 2.27 -1.20  -0.1957
39 H 1.86 -0.75 -3.97  0.0874
40 H 2.52 0.90 -4.04  0.0919
41 H 0.85 0.56 -4.56  0.0901
42 H 2.65 -1.36 -0.74  0.1073
43 H 1.24 3.04 -3.43  0.0727
44 H -0.10 3.78 -2.55  0.0774
45 H -0.44 2.76 -3.98  0.0848
46 O -0.68 -1.18 -1.18  -0.5623

Results
ΔE to the lowest compared entry with this formula, charge and spin, kJ/mol: 593.2
Orbital gap, eV: 6.9
DFT total energy, Eh: -1559.1328
Net charge: -1
LUMO energy, eV: 2.59

[7]
Molecular formula: C18H17N4PtS2Te
Method: DFT, wB97M-V/def2-TZVPD

Last column: Mulliken spin population.
Atoms and positions in Å:
1 Pt 0.54 0.40 0.63  1.1475
2 C -0.19 -2.89 1.21  -0.0039
3 N -0.58 -1.51 1.33  0.0590
4 C -1.78 -1.21 1.66  -0.0054
5 C -2.22 0.12 1.75  0.0079
6 C -3.44 0.63 2.23  -0.0010
7 C -3.33 2.01 2.18  0.0086
8 C -2.06 2.29 1.66  -0.0165
9 N -1.40 1.16 1.41  0.1736
10 C 0.27 -3.09 -0.21  0.0109
11 C -0.52 -3.75 -1.14  0.0000
12 C -0.12 -3.83 -2.46  0.0044
13 C 1.07 -3.25 -2.87  -0.0036
14 C 1.86 -2.59 -1.95  -0.0132
15 C 1.46 -2.49 -0.63  0.0312
16 H -1.02 -3.56 1.45  -0.0045
17 H 0.64 -3.08 1.90  0.0047
18 H -2.50 -2.00 1.92  -0.0006
19 H -4.28 0.05 2.56  -0.0015
20 H -4.06 2.74 2.48  0.0015
21 H -1.62 3.26 1.49  0.0004
22 H -1.45 -4.21 -0.83  0.0006
23 H -0.75 -4.34 -3.18  0.0008
24 H 1.37 -3.31 -3.90  0.0000
25 H 2.79 -2.13 -2.26  -0.0011
26 H 2.07 -1.97 0.10  -0.0086
27 S 2.06 2.25 0.15  0.1786
28 C 2.38 2.26 1.86  0.0125
29 S 2.15 0.74 2.63  0.2482
30 C 2.78 3.41 2.51  -0.0015
31 C 2.87 4.64 1.86  -0.0094
32 N 2.92 5.67 1.34  0.0112
33 C 3.04 3.44 3.89  -0.0090
34 N 3.27 3.50 5.02  0.0123
35 C -0.49 2.47 -2.06  -0.0020
36 Te -0.96 0.38 -1.80  0.1429
37 C -0.01 -0.10 -3.69  0.0140
38 H -1.18 2.94 -2.76  -0.0001
39 H 0.53 2.57 -2.40  0.0025
40 H -0.57 2.94 -1.08  0.0017
41 H 1.07 -0.10 -3.55  0.0005
42 H -0.28 0.64 -4.43  0.0070
43 H -0.33 -1.08 -4.01  -0.0009

Results
ΔE to the lowest compared entry with this formula, charge and spin, kJ/mol: 35.2
Spin multiplicity: 3
Orbital gap (spin up / spin down), eV: 5.5 / 6.8
DFT total energy, Eh: -2098.8742
Net charge: -1
LUMO energy (spin up / spin down), eV: 2.04 / 2.00

[8]
Molecular formula: C18H18As2BF7N3O9Pt
Method: DFT, wB97M-V/def2-TZVPD

Last column: Mulliken spin population.
Atoms and positions in Å:
1 Pt 0.36 -0.17 -0.56  1.1565
2 C -2.10 -2.84 -1.46  0.0168
3 As -1.70 -1.44 -0.19  0.1004
4 C -2.07 -2.30 1.48  0.0314
5 C -3.16 -0.18 -0.38  0.0320
6 C -4.48 -0.62 -0.32  -0.0143
7 C -5.53 0.28 -0.45  -0.0004
8 C -5.26 1.63 -0.62  0.0001
9 C -3.95 2.07 -0.67  -0.0200
10 C -2.90 1.17 -0.55  0.0292
11 As -1.06 1.80 -0.63  0.1780
12 C -1.01 3.27 0.61  0.0249
13 C -1.05 2.73 -2.32  0.0079
14 H -3.10 -3.24 -1.25  0.0061
15 H -1.36 -3.62 -1.33  -0.0014
16 H -2.05 -2.43 -2.46  -0.0006
17 H -3.03 -2.82 1.39  0.0107
18 H -2.09 -1.55 2.27  0.0005
19 H -1.27 -3.02 1.68  -0.0029
20 H -4.70 -1.68 -0.19  0.0015
21 H -6.55 -0.08 -0.41  -0.0004
22 H -6.08 2.33 -0.72  -0.0004
23 H -3.76 3.13 -0.80  0.0019
24 H -1.72 4.02 0.27  0.0101
25 H 0.00 3.67 0.61  -0.0029
26 H -1.25 2.90 1.60  0.0000
27 H -1.75 3.56 -2.27  0.0062
28 H -1.33 2.05 -3.11  0.0009
29 H -0.04 3.11 -2.50  -0.0011
30 F -1.36 0.66 2.27  0.0011
31 B -0.02 0.49 2.72  0.0485
32 F 0.78 1.51 2.19  -0.0085
33 F 0.44 -0.76 2.21  0.0083
34 F 0.02 0.48 4.10  0.0005
35 O 5.52 -2.91 4.00  -0.0001
36 N 5.68 -1.74 3.70  0.0003
37 O 6.52 -1.01 4.20  -0.0012
38 C 4.82 -1.18 2.66  -0.0024
39 C 4.98 0.15 2.28  0.0095
40 C 4.18 0.67 1.30  0.0071
41 C 3.18 -0.09 0.59  0.0183
42 O 2.48 0.41 -0.33  0.0278
43 C 3.09 -1.45 1.06  -0.0045
44 C 3.87 -1.98 2.07  0.0067
45 N 2.12 -2.37 0.50  0.0473
46 O 1.63 -2.08 -0.61  -0.0434
47 O 1.81 -3.38 1.10  0.1466
48 N 4.42 2.11 1.00  0.0008
49 O 5.31 2.66 1.63  -0.0003
50 O 3.75 2.65 0.16  -0.0012
51 H 5.71 0.77 2.76  0.0003
52 H 3.73 -3.00 2.37  0.0016
53 F -0.55 -0.59 -5.87  0.0018
54 C 0.40 -0.37 -4.95  0.0125
55 F 1.30 -1.37 -5.05  0.0004
56 F 1.03 0.77 -5.28  -0.0002
57 C -0.18 -0.29 -3.51  0.0131
58 O 0.73 -0.05 -2.66  0.1437
59 O -1.38 -0.43 -3.35  -0.0052

Results
Spin multiplicity: 3
Orbital gap (spin up / spin down), eV: 6.2 / 7.7
DFT total energy, Eh: -6853.0191
Net charge: -1
LUMO energy (spin up / spin down), eV: 1.55 / 1.31

Question: Which value of net charge does entry 8 give?
Answer: -1

Question: Which of these has the lowest DFT total energy?
Answer: C18H18As2BF7N3O9Pt

Question: Which value of net charge does entry 4 give?
Answer: -1